No. 1
The following is a quantum chemistry calculation of a molecular structure, C31H28GaN6O4 in a non-equilibrium geometry, from OMol25.

## Properties
Energy above the lowest of the compared OMol25 structures with the same formula, charge and spin   0.000 eV
Calculated total energy   -102102.882 eV
Net charge   +1
HOMO   -10.22 eV
2S+1   1

Each line ends with the natural charge from an NBO analysis.
Positions of all 70 atoms, in Å:
Ga1 -4.69235 -0.29790 19.69605  1.76
O1 -5.70554 -1.47296 18.76641  -0.92
O2 -10.03275 -3.04566 14.51971  -0.48
O3 -4.34713 -1.83864 16.91982  -0.66
O4 -8.11404 -2.67251 13.29544  -0.48
N1 -5.66994 1.43082 19.56048  -0.38
N2 -6.10347 -0.38955 21.43948  -0.49
N3 -2.78195 0.48910 15.87006  -0.54
N4 -5.46864 2.20402 18.41836  -0.33
N5 -3.82484 0.57481 17.95722  -0.66
N6 -2.95439 -4.05232 20.48424  -0.44
C1 -1.88731 0.61733 22.56169  -0.20
C2 -6.25867 -1.33355 22.37169  0.11
C3 -8.99619 -2.75087 15.37188  0.28
C4 -2.34527 -2.88387 19.95495  -0.23
C5 -7.63780 1.01343 22.58195  -0.21
C6 -3.12440 -0.51423 20.84862  -0.58
C7 -4.33239 -3.94796 20.79667  -0.40
C8 -5.47611 -1.87600 17.45116  0.81
C9 -6.78680 0.75647 21.54210  0.14
C10 -9.08911 -2.69042 16.73897  -0.27
C11 -4.59872 2.59074 13.44857  -0.13
C12 -7.23299 -1.22651 23.37693  -0.23
C13 -2.16652 -4.78395 21.49218  -0.41
C14 -6.50407 1.76008 20.46660  0.15
C15 -2.94259 0.08320 17.15235  0.44
C16 -7.87087 -0.02780 23.47730  -0.14
C17 -0.99559 -0.47290 22.64497  -0.20
C18 -1.17912 -1.62476 21.81327  -0.23
C19 -4.46273 2.16857 16.20610  -0.15
C20 -6.67590 -2.19019 16.69009  -0.16
C21 -4.59755 1.64936 17.60502  0.45
C22 -2.25519 -1.65048 20.91843  0.04
C23 -6.64208 -2.21350 15.27189  -0.19
C24 -5.40892 3.35567 14.30182  -0.22
C25 -7.85647 -2.47332 17.31753  -0.16
C26 -7.86446 -2.49314 14.64361  0.21
C27 -2.95992 0.59458 21.67685  -0.24
C28 -3.65119 1.43627 15.30867  0.26
C29 -3.72776 1.62056 13.93339  -0.27
C30 -9.54026 -2.75592 13.17431  0.23
C31 -5.37501 3.11761 15.62516  -0.12
H1 -7.87602 -2.41548 18.42857  0.23
H2 -2.58716 -5.77688 21.53770  0.21
H3 -2.19073 -4.28274 22.48891  0.18
H4 -10.06574 -2.85196 17.22826  0.25
H5 -4.81063 -3.38631 19.99457  0.21
H6 -4.54770 -3.44954 21.78519  0.13
H7 -1.15450 -4.88816 21.10857  0.20
H8 -1.66678 1.49050 23.22032  0.22
H9 -3.09776 1.05573 13.25794  0.23
H10 -5.74550 -1.95385 14.72181  0.24
H11 -0.22308 -0.47760 23.38244  0.22
H12 -0.37161 -2.37673 21.80618  0.22
H13 -4.68171 -4.95649 20.87557  0.21
H14 -2.09448 0.01366 15.34261  0.43
H15 -2.30107 -0.73922 17.54311  0.25
H16 -9.80622 -3.54504 12.42750  0.19
H17 -8.11899 1.97989 22.76776  0.24
H18 -5.75459 -2.31751 22.33642  0.23
H19 -2.82430 -2.55136 19.02526  0.20
H20 -7.15635 2.62089 20.40973  0.22
H21 -4.59621 2.84353 12.39887  0.23
H22 -9.96354 -1.79803 12.89303  0.16
H23 -3.63194 1.40787 21.74396  0.20
H24 -1.29469 -3.20489 19.69449  0.20
H25 -6.02415 4.13735 13.89647  0.24
H26 -5.97689 3.69201 16.27851  0.24
H27 -7.44613 -2.09490 24.02151  0.25
H28 -8.55668 0.15210 24.31849  0.24



No. 2
The following is a quantum chemistry calculation of a molecular structure, C31H28IrN5O3SbSe in a non-equilibrium geometry, from OMol25.

## Properties
Calculated total energy   -120897.847 eV
Net charge   0
HOMO (spin up / spin down)   -5.25 / -5.24 eV
2S+1   2

Each line ends with the Löwdin spin population.
Positions of all 70 atoms, in Å:
Ir1 -1.01381 0.13733 0.34690  0.00
Sb1 -0.14544 -2.67528 2.50067  0.00
Se1 -1.11894 2.30263 1.83796  0.49
O1 6.27534 -2.06149 -0.10508  0.00
O2 6.85909 -0.74390 -1.78900  0.00
O3 -2.49216 -0.69238 -0.40506  0.01
N1 0.64850 0.12717 1.65375  0.00
N2 0.54389 0.72222 -0.97417  0.00
N3 -1.94470 1.50196 -0.96909  0.00
N4 -2.22053 -0.52375 1.92744  0.01
N5 -0.39059 -1.76724 -0.43682  0.00
C1 0.95412 2.44961 0.70851  0.21
C2 -2.95649 -2.06700 3.56912  0.00
C3 2.84477 0.75211 -1.89583  0.00
C4 -2.93839 3.36652 -2.83725  0.00
C5 2.84955 0.43904 3.29491  0.01
C6 -3.57813 1.37467 1.19110  0.10
C7 -3.39274 0.17898 2.03123  0.02
C8 0.03904 -4.10913 -0.18672  0.00
C9 1.00934 -0.87570 2.48281  0.00
C10 0.03222 -4.27371 -1.55310  0.00
C11 -1.61789 3.01381 -2.87970  0.00
C12 2.11163 -0.74325 3.31089  0.00
C13 1.89060 0.26686 -0.98382  0.00
C14 -1.99611 -1.61804 2.67246  0.00
C15 2.48413 1.47365 2.45806  0.00
C16 3.64093 -1.16805 -0.08080  0.00
C17 2.33555 -0.71222 -0.07991  0.00
C18 -3.24186 1.88062 -0.98516  0.00
C19 -1.15512 2.07707 -1.93158  0.00
C20 -0.65881 -0.80854 -2.75749  0.00
C21 -4.15773 -1.37588 3.68962  0.00
C22 -0.19124 -3.19287 -2.37024  0.00
C23 4.57659 -0.67091 -0.98833  0.00
C24 -3.77910 2.78429 -1.86885  0.00
C25 -0.40764 -1.92414 -1.82423  0.00
C26 4.15951 0.29406 -1.89561  0.00
C27 -4.38135 -0.25152 2.92242  0.00
C28 5.96036 -1.22438 -0.91012  0.00
C29 0.17404 1.64505 -1.91623  0.00
C30 -0.17572 -2.85356 0.35759  0.00
C31 1.37578 1.32884 1.62190  0.02
H1 -5.31352 0.28794 3.01780  0.00
H2 0.09607 -0.04834 -2.63972  0.00
H3 3.92968 -1.92584 0.63972  0.00
H4 4.82371 0.72836 -2.63347  0.00
H5 1.59826 3.33831 0.80254  0.01
H6 -4.56048 1.84480 1.36104  0.00
H7 -0.63985 -1.15655 -3.79979  0.00
H8 1.65600 -1.11806 0.61613  0.00
H9 3.70950 0.54709 3.94306  0.00
H10 2.58001 1.50320 -2.62673  0.00
H11 -1.64323 -0.37247 -2.54921  0.00
H12 -4.91309 -1.71813 4.38554  0.00
H13 -4.83038 3.03784 -1.81769  0.00
H14 -0.95364 3.43754 -3.61923  0.00
H15 2.39671 -1.55171 3.97070  0.00
H16 -2.77257 -2.94750 4.17043  0.00
H17 -2.76495 2.14459 1.42332  0.04
H18 -3.46776 1.03853 0.02385  0.00
H19 -0.09864 2.74762 0.95831  0.07
H20 6.54641 -0.07685 -2.40764  0.00
H21 0.19905 -5.25375 -1.98199  0.00
H22 0.98109 2.12626 -0.29847  0.01
H23 0.21248 -4.95920 0.46039  0.00
H24 -3.33854 4.08190 -3.54767  0.00
H25 0.83789 2.06102 -2.66816  0.00
H26 -0.20126 -3.33247 -3.44218  0.00
H27 -3.93887 1.36369 -0.14899  0.00
H28 3.05946 2.38865 2.45500  0.00



No. 3
The following is a quantum chemistry calculation of a molecular structure, C31H28KN5O5, from OMol25.

## Properties
Energy above the lowest of the compared OMol25 structures with the same formula, charge and spin   0.974 eV
Calculated total energy   -66616.342 eV
Net charge   -2
HOMO   -0.76 eV
2S+1   1

Each line ends with the natural charge from an NBO analysis.
Positions of all 70 atoms, in Å:
K1 -0.06174 -0.77149 1.03908  0.93
O1 -1.33913 3.38233 2.57861  -0.76
O2 -1.44234 -2.64360 -0.10450  -0.78
O3 4.45731 -0.05668 2.44075  -0.49
O4 2.20479 -1.17166 1.59615  -0.78
O5 -1.38515 1.27580 1.77498  -0.76
N1 0.30910 -3.23421 1.87776  -0.31
N2 -0.75187 -4.06606 1.62072  -0.52
N3 -0.57333 0.67103 -2.46981  -0.37
N4 0.78295 1.80317 0.23360  -0.42
N5 -2.83892 1.53838 -3.03016  -0.48
C1 3.80789 2.63771 -2.49223  -0.23
C2 1.84330 4.38859 0.14495  -0.17
C3 -5.06812 -6.09093 0.17057  -0.25
C4 -2.47724 4.21011 -3.37411  -0.41
C5 4.71906 -1.78143 4.11812  -0.32
C6 2.32574 -2.94129 3.20140  -0.25
C7 -3.54420 2.37421 -2.05001  -0.21
C8 -2.74026 -4.56267 0.46218  0.00
C9 2.78952 -1.73709 2.55529  0.46
C10 -4.89021 -4.93672 -0.57964  -0.24
C11 -4.06972 -6.49473 1.05093  -0.25
C12 4.03110 -1.20130 3.08332  0.17
C13 0.83728 4.06678 1.00459  -0.23
C14 3.36471 3.64288 -1.67668  -0.21
C15 2.32839 1.05719 -1.42849  -0.16
C16 -2.31391 3.33029 -4.63103  -0.42
C17 -1.54109 -3.65079 0.63961  0.53
C18 4.22588 -2.94731 4.72980  -0.34
C19 0.30735 2.75092 1.00068  0.13
C20 1.12368 -3.63562 2.77588  0.05
C21 -1.62372 1.07520 -2.72442  0.42
C22 -0.92488 2.42847 1.88380  0.72
C23 5.46364 0.67687 3.06646  -0.24
C24 2.35624 3.39282 -0.71976  -0.13
C25 3.05144 -3.49603 4.26579  -0.19
C26 1.80778 2.08761 -0.61034  0.23
C27 -3.73427 -4.18289 -0.43713  -0.22
C28 -2.91544 -5.73991 1.19060  -0.21
C29 -3.72194 3.80259 -2.58394  -0.42
C30 -2.99684 1.97052 -4.41520  -0.20
C31 3.29106 1.33343 -2.35866  -0.23
H1 2.65915 -4.39477 4.73546  0.18
H2 -4.20837 -7.40139 1.63048  0.19
H3 -2.73718 3.81657 -5.51407  0.19
H4 5.64597 -1.35361 4.48457  0.19
H5 -2.52672 5.26350 -3.65397  0.20
H6 -4.51730 1.92554 -1.83128  0.19
H7 -3.57678 -3.27560 -1.00654  0.24
H8 -2.96684 2.38291 -1.12579  0.25
H9 -1.25150 3.16573 -4.81811  0.22
H10 -2.12355 -6.02199 1.87033  0.24
H11 5.20873 0.91595 4.10737  0.16
H12 -5.66714 -4.62756 -1.27136  0.19
H13 1.92924 0.06386 -1.29006  0.24
H14 -5.97992 -6.67109 0.07384  0.19
H15 3.66388 0.54812 -3.00503  0.20
H16 -2.57059 1.21665 -5.07514  0.22
H17 -1.60705 4.08260 -2.72592  0.22
H18 3.77729 4.64464 -1.74950  0.19
H19 4.76801 -3.39177 5.55687  0.18
H20 5.56525 1.60516 2.50298  0.18
H21 -4.60341 3.86590 -3.22900  0.18
H22 0.93001 -4.59738 3.27566  0.13
H23 6.43056 0.15244 3.05731  0.15
H24 -4.06734 2.03574 -4.62074  0.19
H25 4.56691 2.84193 -3.23951  0.19
H26 2.26421 5.38870 0.09900  0.19
H27 -3.88303 4.48475 -1.74854  0.23
H28 0.40361 4.77996 1.69120  0.24



> What is the calculated total energy in the third record?

-66616.342 eV



> Which of these has the lowest net charge?

C31H28KN5O5



> Which of these has the highest 2S+1?

C31H28IrN5O3SbSe